one:
C7H17NO | wB97M-V/def2-TZVPD

Element x y z (Å)
C: -0.563 -0.028 -0.295
C: 0.578 0.776 -0.236
C: -0.443 2.188 1.224
C: 0.595 -1.374 -1.714
C: -1.744 0.422 -1.122
C: -0.943 -0.947 0.839
C: 1.852 0.441 0.483
N: 1.120 -2.559 -1.147
O: 0.060 1.898 2.512
H: -0.370 1.097 2.834
H: 0.702 1.454 -1.077
H: 0.446 -3.099 -0.619
H: 1.951 -2.410 -0.589
H: 0.006 3.118 0.880
H: -1.534 2.258 1.207
H: 1.348 -0.815 -2.261
H: -0.270 -1.568 -2.344
H: -0.100 -1.222 1.471
H: -2.504 0.898 -0.496
H: -2.225 -0.435 -1.602
H: -1.447 1.136 -1.892
H: -1.395 -1.862 0.444
H: -1.698 -0.473 1.474
H: 1.801 -0.498 1.036
H: 2.087 1.223 1.210
H: 2.688 0.382 -0.218

The LUMO energy (alpha / beta) comes out at 0.7 / 0.7 eV. As for the spin multiplicity: 1. As for the molar mass: 131.2 g/mol. As for the HOMO energy (alpha / beta): -6.0393 / -5.9323 eV.


two:
C7H17NO | wB97M-V/def2-TZVPD

Element x y z (Å)
C: -2.217 -0.191 -1.875
C: -2.462 0.607 -0.551
N: -1.292 0.331 0.148
C: -1.204 -0.832 0.980
C: -0.072 1.233 0.023
C: 0.026 2.180 -1.185
O: 0.439 1.295 1.115
H: -1.381 0.119 -2.446
H: -3.034 -0.646 -2.467
H: -1.891 -1.097 -1.464
H: -2.602 1.732 -0.783
H: -3.474 0.752 -0.167
H: -2.199 -1.148 1.119
H: -0.693 -1.802 0.609
H: -0.772 -0.828 1.890
H: -0.600 3.136 -1.156
H: 0.993 2.463 -1.417
H: -0.324 1.556 -2.133
C: 2.701 -1.111 1.978
C: 3.079 -1.277 0.515
H: 3.479 -0.570 2.476
H: 1.868 -0.203 2.120
H: 2.268 -2.032 2.420
H: 3.205 -0.300 -0.045
H: 2.144 -1.559 -0.089
H: 4.014 -1.810 0.383

The LUMO energy comes out at 0.8 eV. As for the spin multiplicity: 1. As for the molar mass: 131.2 g/mol. As for the structure (SMILES): CCN(C)C(C)=O.CC. As for the HOMO energy: -8.4154 eV.


three:
C7H17NO | wB97M-V/def2-TZVPD

Element x y z (Å)
C: 1.931 1.739 -0.394
C: 0.687 1.053 0.178
N: -0.686 1.766 0.211
C: -0.937 1.821 -1.202
C: -1.762 0.739 0.558
C: -3.120 1.313 0.735
O: -1.429 -0.337 0.766
H: 1.489 2.781 -0.805
H: 2.276 1.111 -1.377
H: 2.614 2.178 0.194
H: 0.523 -0.010 -0.139
H: 0.854 0.710 1.068
H: -0.890 2.871 -1.455
H: -0.210 1.412 -1.958
H: -1.980 1.185 -1.686
H: -3.863 0.781 1.289
H: -2.976 2.115 1.549
H: -3.544 1.911 -0.032
C: 0.815 -3.305 -0.131
C: 1.948 -2.870 0.802
H: 0.760 -2.917 -1.131
H: 1.151 -4.409 -0.333
H: -0.205 -3.347 0.195
H: 2.676 -2.483 0.165
H: 2.230 -3.734 1.417
H: 1.647 -2.076 1.517

The LUMO energy comes out at 0.9 eV. As for the spin multiplicity: 1. As for the molar mass: 131.2 g/mol. As for the structure (SMILES): CCN(C)C(C)=O.CC. As for the HOMO energy: -9.3668 eV.


Which is the most stable structure? two is the most stable.


one:
C7H17NO | wB97M-V/def2-TZVPD

Element x y z (Å)
C: -0.659 2.374 0.230
C: -1.554 1.231 0.941
N: -0.783 0.104 1.525
C: 0.391 0.871 2.381
C: -0.115 -0.934 0.745
C: -0.897 -2.116 0.156
O: 1.068 -0.999 0.782
H: -1.113 3.386 0.184
H: -0.679 2.387 -1.006
H: 0.397 2.737 0.649
H: -2.500 1.495 1.281
H: -1.946 0.567 0.050
H: 1.223 0.992 1.920
H: 0.051 2.119 2.638
H: 0.400 0.204 3.245
H: -1.751 -1.951 -0.485
H: -1.448 -2.524 1.056
H: -0.226 -2.850 -0.223
C: 0.941 -0.168 -2.090
C: 1.609 -1.560 -2.030
H: -0.034 -0.208 -2.585
H: 0.737 0.187 -1.041
H: 1.462 0.586 -2.592
H: 1.169 -2.270 -2.691
H: 2.710 -1.687 -2.038
H: 1.549 -1.972 -1.002

The LUMO energy comes out at 0.9 eV. As for the spin multiplicity: 1. As for the molar mass: 131.2 g/mol. As for the structure (SMILES): CCN(C)C(C)=O.CC. As for the HOMO energy: -9.3758 eV.


two:
C7H17NO | wB97M-V/def2-TZVPD

Element x y z (Å)
C: 1.673 -2.350 0.153
C: 1.373 -1.015 -0.527
N: 2.577 -0.351 -0.956
O: 0.449 -1.141 -1.576
H: 0.760 -2.773 0.567
H: 2.394 -2.201 0.953
H: 2.085 -3.049 -0.572
H: 0.903 -0.343 0.223
H: 3.179 -0.994 -1.460
H: 2.357 0.399 -1.600
H: -0.486 -0.954 -1.176
C: -2.015 -0.393 0.582
C: -1.474 0.591 -0.129
C: -2.195 1.224 -1.285
C: -0.349 1.579 0.538
C: 0.088 1.318 1.967
H: -2.931 -0.871 0.271
H: -1.537 -0.814 1.453
H: -2.797 2.068 -0.962
H: -1.470 1.594 -2.012
H: -2.824 0.500 -1.802
H: 0.501 1.652 -0.144
H: -0.858 2.544 0.495
H: 0.609 0.366 2.072
H: -0.767 1.303 2.635
H: 0.755 2.113 2.293

The LUMO energy comes out at 0.9 eV. As for the spin multiplicity: 1. As for the molar mass: 131.2 g/mol. As for the structure (SMILES): C[C@@H](N)O.C=C(C)CC. As for the HOMO energy: -9.2589 eV.


Which is the most stable structure? two is the most stable.


one:
C4H8ClN | wB97M-V/def2-TZVPD

Element x y z (Å)
N: -1.204 1.721 2.141
C: -0.074 1.098 1.393
C: -0.342 0.423 0.157
C: -0.784 -1.000 0.169
C: 0.606 -0.617 -0.208
Cl: 0.937 -0.826 -1.958
H: -2.021 1.093 2.115
H: -1.124 1.872 3.159
H: 0.518 1.949 1.182
H: 0.347 0.315 2.031
H: -0.844 1.097 -0.571
H: -1.518 -1.610 -0.347
H: -0.782 -1.328 1.223
H: 1.477 -0.830 0.441

The LUMO energy comes out at 1.0 eV. As for the spin multiplicity: 1. As for the molar mass: 105.6 g/mol. As for the structure (SMILES): NC[C@@H]1C[C@H]1Cl. As for the HOMO energy: -9.4803 eV.


two:
C4H8ClN | wB97M-V/def2-TZVPD

Element x y z (Å)
C: 1.805 -0.746 -0.134
C: 0.404 -1.294 -0.062
C: -0.740 -0.668 0.270
Cl: -2.324 -1.384 -0.062
C: -0.752 0.865 0.570
N: -1.297 1.848 -0.347
H: 2.500 -1.382 -0.734
H: 1.777 0.274 -0.588
H: 2.228 -0.555 0.871
H: 0.423 -2.357 -0.183
H: -1.394 1.025 1.394
H: 0.227 1.111 0.938
H: -0.722 1.819 -1.220
H: -2.136 1.443 -0.713

The LUMO energy comes out at 0.9 eV. As for the spin multiplicity: 1. As for the molar mass: 105.6 g/mol. As for the structure (SMILES): C/C=C(/Cl)CN. As for the HOMO energy: -9.2752 eV.


three:
C4H8ClN | wB97M-V/def2-TZVPD

Element x y z (Å)
C: -1.380 1.315 0.540
C: -0.513 0.930 -0.699
C: 0.482 0.009 -0.723
Cl: 1.276 -0.323 -2.118
C: 1.049 -0.602 0.464
N: 1.097 -2.024 0.248
H: -2.482 1.343 0.176
H: -1.200 0.760 1.429
H: -1.118 2.438 0.772
H: -0.984 1.147 -1.729
H: 1.951 -0.104 0.682
H: 0.376 -0.222 1.305
H: 0.142 -2.554 0.430
H: 1.305 -2.113 -0.776

The LUMO energy comes out at 0.9 eV. As for the spin multiplicity: 1. As for the molar mass: 105.6 g/mol. As for the structure (SMILES): C/C=C(/Cl)CN. As for the HOMO energy: -8.9648 eV.


Which is the most stable structure? two is the most stable.


one:
C4H8ClN | wB97M-V/def2-TZVPD

Element x y z (Å)
C: -1.632 1.449 0.251
C: -0.896 0.506 -0.255
Cl: -1.329 -1.094 -0.025
C: 0.606 0.470 -0.588
C: 1.394 0.042 0.567
N: 2.754 -0.174 -0.088
H: -1.565 2.530 0.134
H: -2.754 1.230 0.682
H: 0.979 1.544 -0.855
H: 0.665 -0.073 -1.499
H: 1.161 -0.943 1.345
H: 1.226 0.911 1.268
H: 3.388 0.821 -0.109
H: 3.393 -1.016 0.233

The LUMO energy comes out at 0.9 eV. As for the spin multiplicity: 1. As for the molar mass: 105.6 g/mol. As for the structure (SMILES): C=C(Cl)CCN. As for the HOMO energy: -9.2988 eV.


two:
C4H8ClN | wB97M-V/def2-TZVPD

Element x y z (Å)
C: 1.890 -0.203 -0.418
C: 0.631 -0.020 0.396
N: -0.027 1.309 0.387
C: -0.655 0.191 -0.298
C: -1.782 -0.448 0.452
Cl: -3.294 0.203 -0.229
H: 2.082 -1.273 -0.495
H: 2.767 0.214 0.171
H: 2.015 0.226 -1.467
H: 0.652 -0.632 1.221
H: 0.389 1.972 -0.204
H: -0.828 0.130 -1.348
H: -1.895 -1.535 0.367
H: -1.945 -0.133 1.465

The LUMO energy comes out at 1.0 eV. As for the spin multiplicity: 1. As for the molar mass: 105.6 g/mol. As for the structure (SMILES): C[C@H]1N[C@@H]1CCl. As for the HOMO energy: -9.4097 eV.


Which is the most stable structure? two is the most stable.


one:
HN2O2 | wB97M-V/def2-TZVPD

Element x y z (Å)
N: -0.737 -0.686 0.004
N: 0.379 -0.134 0.006
O: 1.457 -0.696 -0.012
O: 0.376 1.501 -0.005
H: -1.475 0.016 0.008

The LUMO energy comes out at 5.4 eV. As for the spin multiplicity: 1. As for the molar mass: 61.0 g/mol. Its net charge is -1. As for the structure (SMILES): N=[N+]([O-])[O-]. As for the HOMO energy: -3.6919 eV.


two:
HN2O2 | wB97M-V/def2-TZVPD

Element x y z (Å)
O: -0.513 0.264 2.088
N: 0.162 0.829 0.844
N: 0.334 0.331 -0.189
O: -0.306 -0.879 -1.029
H: 0.323 -0.546 -1.714

The LUMO energy (alpha / beta) comes out at 4.9 / 4.9 eV. As for the spin multiplicity: 1. As for the molar mass: 61.0 g/mol. Its net charge is -1. As for the structure (SMILES): [O-]/N=N\O. As for the HOMO energy (alpha / beta): -3.2036 / -3.2042 eV.


Which is the most stable structure? one is the most stable.